(1)
Computed, not measured: a molecular structure, C62H61AsN4O4PRbS3, with the ωB97M-V functional and the def2-TZVPD basis.

```
! RIJCOSX wB97M-V def2-TZVPD def2/J DEFGRID3
* xyz -2 1
Rb 0.3668 0.3359 0.0606
C -3.7762 0.7706 3.1313
C -2.7330 -0.1292 3.7319
C -2.4578 -0.1081 5.0933
C -1.4855 -0.9355 5.6342
C -0.8073 -1.8213 4.8134
C -1.0555 -1.8821 3.4457
C -0.3228 -2.8544 2.5684
C -2.0037 -0.9993 2.9157
N -2.2032 -0.9256 1.5164
C -3.0336 -1.6874 0.9482
C -3.8518 -2.7501 1.6462
C -3.2834 -1.5434 -0.5256
C -4.7414 -1.5648 -0.9155
N -2.2981 -1.4613 -1.3199
C -2.5790 -1.4920 -2.7127
C -2.4226 -2.7242 -3.3590
C -1.9491 -3.9240 -2.5848
C -2.7160 -2.8108 -4.7136
C -3.1669 -1.7014 -5.4144
C -3.2832 -0.4831 -4.7647
C -2.9693 -0.3477 -3.4133
C -3.0354 0.9916 -2.7379
H -4.2292 1.4002 3.8980
H -4.5750 0.1933 2.6554
H -3.3556 1.4100 2.3511
H -3.0001 0.5837 5.7288
H -1.2586 -0.8906 6.6930
H -0.0540 -2.4800 5.2309
H 0.1834 -3.6056 3.1761
H 0.4452 -2.3673 1.9513
H -1.0036 -3.3711 1.8866
H -3.4862 -2.9068 2.6583
H -3.7952 -3.6905 1.0928
H -4.9037 -2.4590 1.6949
H -5.2958 -0.8957 -0.2536
H -5.1519 -2.5704 -0.7928
H -4.8924 -1.2550 -1.9455
H -1.0205 -3.6995 -2.0581
H -1.7780 -4.7685 -3.2522
H -2.6803 -4.2257 -1.8294
H -2.5876 -3.7609 -5.2201
H -3.4012 -1.7788 -6.4682
H -3.6097 0.3933 -5.3117
H -3.5406 1.7219 -3.3693
H -2.0324 1.3726 -2.5228
H -3.5260 0.9653 -1.7648
O 4.1659 -2.0135 -0.0619
S 3.1028 -1.1493 0.4664
O 3.4590 -0.5590 1.7749
O 1.8145 -1.9108 0.6173
O 2.8218 -0.0372 -0.5108
S 0.9276 2.5909 7.2389
C 0.7154 2.1516 5.5278
C -0.3505 2.6893 4.8246
C -0.5325 2.2892 3.5063
N 0.2770 1.4343 2.8932
C 1.3199 0.9363 3.5686
C 1.5679 1.2574 4.8977
C 2.5268 3.3238 7.2568
C 3.1238 3.9111 6.1450
C 4.3590 4.5149 6.3027
N 5.0190 4.5941 7.4604
C 4.4342 4.0264 8.5110
C 3.2122 3.3768 8.4665
H -1.0216 3.4023 5.2852
H -1.3392 2.6940 2.9022
H 1.9919 0.2722 3.0168
H 2.4140 0.8236 5.4140
H 2.6488 3.8839 5.1741
H 4.8458 4.9660 5.4454
H 4.9793 4.0805 9.4485
H 2.8047 2.9122 9.3552
C 1.5269 0.1043 -4.9693
C 0.3579 -0.7840 -5.3691
As -0.3855 -0.4006 -7.1591
C -1.0012 1.4330 -6.8634
C -1.3727 2.1842 -7.9777
C -1.8889 3.4643 -7.8335
C -2.0584 4.0072 -6.5648
C -1.7049 3.2671 -5.4462
C -1.1762 1.9911 -5.6002
C 1.3026 0.0075 -8.0787
C 1.9564 -1.0459 -8.7139
C 3.1889 -0.8590 -9.3251
C 3.7811 0.3956 -9.3195
C 3.1353 1.4565 -8.6996
C 1.9069 1.2627 -8.0829
P 1.9182 -0.0080 -3.1434
C 2.4505 -1.7610 -3.1525
C 1.7620 -2.6734 -2.3626
C 2.0724 -4.0259 -2.4152
C 3.0678 -4.4798 -3.2639
C 3.7639 -3.5753 -4.0578
C 3.4554 -2.2259 -4.0013
C 3.5194 0.8986 -3.2252
C 4.6722 0.3982 -2.6129
C 5.8578 1.1143 -2.6768
C 5.9163 2.3418 -3.3269
C 4.7701 2.8587 -3.9096
C 3.5814 2.1391 -3.8555
H 1.3029 1.1536 -5.1677
H 2.3975 -0.1433 -5.5809
H -0.4943 -0.7076 -4.6862
H 0.6580 -1.8336 -5.3522
H -1.2515 1.7656 -8.9723
H -2.1646 4.0352 -8.7126
H -2.4676 5.0028 -6.4425
H -1.8364 3.6794 -4.4528
H -0.9137 1.4341 -4.7094
H 1.4991 -2.0300 -8.7220
H 3.6887 -1.6941 -9.8010
H 4.7458 0.5452 -9.7886
H 3.5979 2.4357 -8.6784
H 1.4205 2.0942 -7.5870
H 1.0286 -2.3196 -1.6495
H 1.5547 -4.7169 -1.7611
H 3.3213 -5.5334 -3.2925
H 4.5574 -3.9217 -4.7103
H 4.0106 -1.5215 -4.6114
H 4.6273 -0.5270 -2.0491
H 6.7380 0.7142 -2.1878
H 6.8456 2.8990 -3.3623
H 4.7906 3.8250 -4.4007
H 2.6939 2.5738 -4.3025
S -2.2543 2.7760 0.3218
C -2.0981 3.9199 -0.9733
C -3.2170 4.5130 -1.5913
C -3.0809 5.4334 -2.6209
C -1.8241 5.8155 -3.0773
C -0.7035 5.2409 -2.4845
C -0.8344 4.3100 -1.4662
H -4.2027 4.2345 -1.2384
H -3.9717 5.8637 -3.0681
H -1.7197 6.5395 -3.8772
H 0.2898 5.5158 -2.8236
H 0.0499 3.8772 -1.0143
*
```

E_HOMO: -2.2 eV
orbital gap: 5.58 eV

(2)
Computed, not measured: 10 unconnected molecules or ions with the total composition C62H65BrN3O2P, with the ωB97M-V functional and the def2-TZVPD basis.

```
! RIJCOSX wB97M-V def2-TZVPD def2/J DEFGRID3
* xyz 0 1
C 0.7707 0.7324 -3.9679
C 1.0006 -0.3557 -2.8459
N 0.1457 0.0309 -1.7142
C 0.3765 -0.6979 -0.4774
C 0.9285 -2.1155 -0.7336
N 1.4849 -2.9831 -1.1808
C -0.9971 -0.9366 0.2942
C -1.8459 -1.8347 -0.6610
O -2.1293 -2.9569 -0.4056
C 1.3764 -0.0232 0.5380
C 1.0339 1.4207 0.8407
N 1.0023 2.5415 0.7522
P 3.2211 -0.2604 0.0946
O 3.6832 -1.7193 0.8007
Br 4.3066 1.3714 1.2103
H 1.5550 0.7223 -4.7422
H -0.2349 0.4978 -4.3838
H 0.6703 1.7341 -3.4924
H 0.6891 -1.3126 -3.3192
H 2.0811 -0.4477 -2.6089
H 0.1112 1.0370 -1.5768
H -0.7221 -1.5441 1.1831
H -1.5133 0.0078 0.5478
H -2.1595 -1.4162 -1.6516
H 1.2455 -0.5602 1.5138
H 3.0239 -2.0246 1.4501
C 9.0357 4.7896 2.0334
C 8.8260 3.4187 2.1100
C 7.5464 2.9222 2.3220
C 6.4767 3.7971 2.4615
C 6.6875 5.1682 2.3938
C 7.9665 5.6647 2.1783
H 10.0328 5.1765 1.8616
H 9.6608 2.7364 2.0035
H 7.3823 1.8525 2.3783
H 5.4779 3.4102 2.6245
H 5.8538 5.8507 2.5083
H 8.1307 6.7341 2.1232
C -3.4997 -1.4979 3.0596
C -2.7788 -1.3330 4.2359
C -2.9864 -0.2098 5.0268
C -3.9118 0.7514 4.6396
C -4.6260 0.5912 3.4589
C -4.4213 -0.5343 2.6694
H -3.3425 -2.3774 2.4455
H -2.0546 -2.0812 4.5370
H -2.4264 -0.0833 5.9453
H -4.0755 1.6261 5.2577
H -5.3441 1.3444 3.1536
H -4.9804 -0.6604 1.7492
C 0.2699 1.5890 -7.7638
C -0.0730 0.7822 -8.8411
C 0.7541 0.7222 -9.9552
C 1.9226 1.4725 -9.9937
C 2.2609 2.2861 -8.9201
C 1.4356 2.3434 -7.8044
H -0.3720 1.6307 -6.8920
H -0.9856 0.1988 -8.8121
H 0.4883 0.0904 -10.7941
H 2.5691 1.4239 -10.8615
H 3.1692 2.8757 -8.9524
H 1.7007 2.9765 -6.9658
C -5.5894 5.1498 1.2689
C -6.7267 5.6166 0.6226
C -7.4992 4.7493 -0.1394
C -7.1320 3.4151 -0.2586
C -5.9884 2.9497 0.3810
C -5.2183 3.8166 1.1457
H -4.9910 5.8253 1.8681
H -7.0120 6.6578 0.7134
H -8.3881 5.1133 -0.6408
H -7.7359 2.7373 -0.8510
H -5.6980 1.9094 0.2836
H -4.3281 3.4535 1.6460
C -1.9165 -2.0498 10.9046
C -1.2960 -0.8262 11.1218
C -1.3076 0.1450 10.1292
C -1.9364 -0.1090 8.9170
C -2.5492 -1.3360 8.6963
C -2.5407 -2.3058 9.6905
H -1.9129 -2.8046 11.6816
H -0.8034 -0.6289 12.0664
H -0.8264 1.1005 10.3001
H -1.9476 0.6501 8.1437
H -3.0352 -1.5368 7.7485
H -3.0207 -3.2618 9.5194
C -8.8970 1.9846 -3.7675
C -9.7283 1.2824 -4.6305
C -9.1884 0.5963 -5.7106
C -7.8169 0.6160 -5.9304
C -6.9865 1.3256 -5.0725
C -7.5260 2.0086 -3.9902
H -9.3180 2.5148 -2.9210
H -10.7984 1.2691 -4.4606
H -9.8366 0.0459 -6.3818
H -7.3954 0.0789 -6.7714
H -5.9173 1.3458 -5.2470
H -6.8779 2.5607 -3.3194
C 6.1409 -3.4270 -0.8857
C 5.3147 -4.1425 -1.7439
C 5.8599 -4.8342 -2.8183
C 7.2316 -4.8081 -3.0375
C 8.0567 -4.0860 -2.1848
C 7.5124 -3.3969 -1.1087
H 5.7141 -2.8929 -0.0464
H 4.2442 -4.1612 -1.5742
H 5.2154 -5.3945 -3.4852
H 7.6573 -5.3498 -3.8738
H 9.1264 -4.0602 -2.3585
H 8.1576 -2.8354 -0.4430
C -10.1680 -1.5079 0.5815
C -9.6387 -2.3084 1.5865
C -8.5962 -1.8372 2.3744
C -8.0810 -0.5662 2.1544
C -8.6036 0.2300 1.1448
C -9.6481 -0.2391 0.3585
H -10.9852 -1.8734 -0.0287
H -10.0396 -3.3006 1.7558
H -8.1851 -2.4601 3.1599
H -7.2701 -0.1954 2.7691
H -8.1952 1.2188 0.9711
H -10.0573 0.3837 -0.4285
C 11.4903 -3.7968 0.9579
C 11.1678 -4.6287 -0.1066
C 12.0169 -4.7163 -1.2024
C 13.1871 -3.9685 -1.2357
C 13.5052 -3.1299 -0.1751
C 12.6579 -3.0449 0.9223
H 10.8309 -3.7336 1.8153
H 10.2536 -5.2101 -0.0820
H 11.7666 -5.3679 -2.0313
H 13.8508 -4.0386 -2.0891
H 14.4150 -2.5422 -0.2034
H 12.9073 -2.3924 1.7504
*
```

E_HOMO: -9.1 eV
SMILES: CCN[C@](C#N)(CC=O)[C@H](C#N)P(O)Br.c1ccccc1.c1ccccc1.c1ccccc1.c1ccccc1.c1ccccc1.c1ccccc1.c1ccccc1.c1ccccc1.c1ccccc1
orbital gap: 9.21 eV

(3)
Computed, not measured: a molecular structure, C62H66FInN4O4S2Sb2Si, with the ωB97M-V functional and the def2-TZVPD basis.

```
! RIJCOSX wB97M-V def2-TZVPD def2/J DEFGRID3
* xyz 0 1
In -0.7746 -0.8831 0.3657
C 0.9716 -0.2953 1.5823
Si 0.8800 -1.1168 3.2293
C -0.0659 -2.7248 2.8894
N -1.2848 -2.5459 2.0676
C -2.4442 -2.0523 2.8604
C -3.0192 -3.1062 3.8029
C -3.4049 -4.3705 3.0313
C -2.2060 -4.8826 2.2312
C -1.6595 -3.7832 1.3279
C 2.5487 -1.6824 3.8661
C 3.0387 -1.3176 5.1223
C 4.2766 -1.7701 5.5651
C 5.0464 -2.5962 4.7563
C 4.5805 -2.9637 3.4989
C 3.3440 -2.5094 3.0602
C 0.1525 -0.0184 4.5702
C 0.5090 1.3346 4.5999
C 0.0694 2.1752 5.6159
C -0.7472 1.6758 6.6256
C -1.1150 0.3363 6.6150
C -0.6630 -0.4997 5.5990
H 1.7723 -0.7436 0.9845
H 1.0891 0.7917 1.6049
H -0.2507 -3.3001 3.8035
H 0.6404 -3.3147 2.2920
H -3.2178 -1.7461 2.1634
H -2.1326 -1.1632 3.4054
H -3.8915 -2.6794 4.3031
H -2.2950 -3.3623 4.5826
H -4.2255 -4.1348 2.3453
H -3.7603 -5.1424 3.7170
H -2.4847 -5.7380 1.6131
H -1.4224 -5.2235 2.9147
H -2.4208 -3.5071 0.5962
H -0.7859 -4.1311 0.7754
H 2.4474 -0.6695 5.7625
H 4.6404 -1.4788 6.5443
H 6.0101 -2.9503 5.1035
H 5.1812 -3.6034 2.8609
H 3.0009 -2.7925 2.0651
H 1.1438 1.7418 3.8151
H 0.3688 3.2177 5.6200
H -1.0870 2.3267 7.4245
H -1.7455 -0.0623 7.4032
H -0.9460 -1.5506 5.6195
C -3.7730 -2.5024 -3.5002
C -2.5132 -3.1554 -3.0300
N -1.6280 -2.6517 -2.1979
C -0.6071 -3.5670 -2.1133
C -0.8890 -4.6521 -2.9151
N -2.0981 -4.3633 -3.4779
C -0.2896 -5.9773 -3.2522
O 0.8887 -6.2548 -2.7645
O -0.9255 -6.7360 -3.9513
C 0.6418 -3.2560 -1.3467
O 1.5978 -4.0411 -1.4341
O 0.7050 -2.1767 -0.6550
H -3.6426 -1.4213 -3.5268
H -4.6163 -2.7198 -2.8418
H -4.0263 -2.8486 -4.5025
H -2.5628 -5.0006 -4.1078
H 1.2523 -5.4532 -2.2607
C -0.1272 0.6882 -2.8643
C 1.0360 0.6780 -3.8612
C 1.7959 -0.6626 -3.8278
Sb 3.3961 -1.0148 -2.3783
C 3.8102 0.9848 -1.6567
C 4.0282 2.0772 -2.4989
C 4.4424 3.2993 -1.9859
C 4.6635 3.4424 -0.6214
C 4.4573 2.3635 0.2264
C 4.0250 1.1469 -0.2880
C 4.9798 -0.8388 -3.8493
C 6.2319 -1.3465 -3.4949
C 7.3270 -1.2125 -4.3402
C 7.1848 -0.5711 -5.5636
C 5.9426 -0.0720 -5.9369
C 4.8509 -0.2084 -5.0869
Sb -1.4247 2.4400 -2.7756
C -1.0303 3.5092 -4.5974
C 0.2248 3.6822 -5.1877
C 0.3682 4.4768 -6.3192
C -0.7379 5.1094 -6.8736
C -1.9899 4.9492 -6.2955
C -2.1336 4.1521 -5.1631
C -0.1677 3.6951 -1.5741
C 0.1126 5.0167 -1.9243
C 0.7600 5.8604 -1.0282
C 1.1240 5.3967 0.2295
C 0.8623 4.0795 0.5828
C 0.2254 3.2363 -0.3163
H 0.2711 0.5227 -1.8497
H -0.7881 -0.1560 -3.0762
H 1.7062 1.5170 -3.6635
H 0.6285 0.8206 -4.8654
H 2.2660 -0.8723 -4.7911
H 1.0801 -1.4725 -3.6498
H 3.9113 1.9729 -3.5704
H 4.6094 4.1357 -2.6550
H 4.9959 4.3924 -0.2221
H 4.6329 2.4707 1.2917
H 3.8875 0.3075 0.3870
H 6.3568 -1.8548 -2.5426
H 8.2909 -1.6120 -4.0459
H 8.0343 -0.4643 -6.2266
H 5.8227 0.4254 -6.8924
H 3.8918 0.1865 -5.4073
H 1.0968 3.2048 -4.7575
H 1.3481 4.6103 -6.7642
H -0.6219 5.7268 -7.7576
H -2.8534 5.4442 -6.7237
H -3.1142 4.0292 -4.7141
H -0.1848 5.3935 -2.8970
H 0.9744 6.8853 -1.3096
H 1.6218 6.0604 0.9290
H 1.1483 3.7085 1.5624
H 0.0131 2.2176 -0.0198
F -7.6762 -1.9804 1.5988
C -6.4866 -1.5770 1.1114
C -5.7184 -2.4682 0.3932
C -4.4955 -2.0379 -0.1034
C -4.0269 -0.7381 0.1039
C -2.7359 -0.2760 -0.4829
C -4.8527 0.1342 0.8161
C -6.0759 -0.2791 1.3298
H -6.0797 -3.4774 0.2248
H -3.8780 -2.7311 -0.6661
H -2.6495 0.8046 -0.4432
H -2.5960 -0.6318 -1.4990
H -4.5299 1.1570 0.9649
H -6.7175 0.3976 1.8817
S -2.0432 1.6109 2.2124
C -2.5999 2.8375 3.1572
N -3.5153 2.7154 4.1288
C -4.0292 3.9283 4.7475
C -2.9394 4.9789 4.5538
S -2.0744 4.5008 3.0210
H -3.9717 1.8231 4.2386
H -4.2207 3.7561 5.8065
H -4.9618 4.2405 4.2716
H -2.2169 4.9641 5.3683
H -3.3476 5.9802 4.4409
*
```

E_HOMO: -8.0 eV
orbital gap: 8.01 eV

Calculated electronic energy, -182727.659, -153243.085, -130032.521 eV (same order as the records).
Calculated LUMO, 3.4, 0.1, 0.0 eV (same order as the records).
Calculated ΔE to the lowest compared entry with this formula, charge and spin, 11.4, 0.0, 3.2 kcal/mol (same order as the records).